Entry 1:
C28H34BrF3InN4O7 | ωB97M-V with the def2-TZVPD basis set

Structure (XYZ):
```
78
Properties=species:S:1:pos:R:3:lowdin_charge:R:1
C -0.67 0.13 1.05 -0.15
C -1.25 -1.08 1.13 -0.24
In -1.89 -1.93 3.08 0.78
C -3.31 -0.41 3.98 -0.27
C -4.26 0.14 2.91 -0.39
N -4.63 -0.87 1.88 -0.02
C -0.25 -2.12 4.60 -0.32
C 1.15 -2.59 4.20 -0.82
C 1.65 -2.11 2.85 -0.18
Br 1.31 -4.55 4.30 0.62
C -3.05 -3.84 2.81 -0.21
C -2.27 -5.09 2.49 -0.36
O -3.12 -6.27 2.42 -0.05
C -1.59 -5.01 1.11 -0.59
F -1.55 -6.19 0.46 0.12
F -0.30 -4.61 1.22 0.10
F -2.19 -4.16 0.27 0.12
H 0.05 0.37 0.26 0.01
H -0.89 0.92 1.78 0.00
H -1.34 -1.63 0.19 0.00
H -3.86 -0.87 4.80 0.01
H -2.67 0.41 4.34 0.00
H -5.18 0.51 3.38 0.08
H -3.74 0.96 2.40 0.08
H -4.66 -0.43 0.96 0.05
H -5.57 -1.21 2.05 0.05
H -0.62 -2.85 5.34 0.01
H -0.17 -1.17 5.13 0.03
H 1.87 -2.25 4.95 0.06
H 1.54 -1.02 2.80 0.08
H 1.12 -2.58 2.02 0.05
H 2.72 -2.35 2.74 0.06
H -3.56 -4.03 3.77 0.04
H -3.82 -3.70 2.06 0.04
H -1.50 -5.28 3.25 0.11
H -3.20 -6.60 3.31 0.08
C 1.51 1.74 -5.48 -0.10
C 1.37 0.60 -4.69 -0.06
C 1.60 0.67 -3.32 0.01
C 1.95 1.89 -2.77 -0.14
C 2.08 3.03 -3.54 -0.01
C 1.87 2.95 -4.90 -0.07
N 2.17 1.97 -1.31 -0.35
O 2.07 0.94 -0.69 0.07
O 2.43 3.06 -0.84 0.07
H 1.33 1.67 -6.54 0.09
H 1.10 -0.34 -5.14 0.11
H 1.49 -0.20 -2.69 0.12
H 2.36 3.97 -3.07 0.12
H 1.98 3.83 -5.52 0.11
C 7.41 -1.55 -7.31 -0.07
C 7.39 -0.17 -7.16 -0.07
C 6.19 0.52 -7.26 0.00
C 5.04 -0.19 -7.52 -0.14
C 5.03 -1.56 -7.68 0.00
C 6.23 -2.24 -7.57 -0.06
N 3.76 0.54 -7.62 -0.34
O 3.79 1.75 -7.49 0.08
O 2.75 -0.11 -7.81 0.07
H 8.34 -2.09 -7.22 0.11
H 8.30 0.37 -6.95 0.11
H 6.16 1.60 -7.15 0.12
H 4.11 -2.08 -7.88 0.12
H 6.25 -3.32 -7.69 0.11
C -4.63 5.96 4.74 -0.08
C -3.88 5.27 5.69 -0.07
C -2.92 4.36 5.28 0.00
C -2.72 4.17 3.92 -0.14
C -3.46 4.84 2.97 0.00
C -4.43 5.74 3.39 -0.07
N -1.69 3.21 3.48 -0.34
O -1.07 2.62 4.34 0.08
O -1.53 3.08 2.29 0.07
H -5.38 6.67 5.07 0.10
H -4.04 5.44 6.74 0.10
H -2.32 3.81 5.99 0.12
H -3.29 4.65 1.92 0.12
H -5.02 6.27 2.66 0.10
```

Electronic energy = -4896.47517 Eh
Kohn-Sham gap = 4.457 eV
Charge = -1
Relative energy (zero: lowest compared OMol25 entry of this formula, charge and spin) = 0.0 kcal/mol

---

Entry 2:
CH3NO3S2 | ωB97M-V with the def2-TZVPD basis set

Structure (XYZ):
```
10
Properties=species:S:1:pos:R:3:nbo_charge:R:1
C -2.37 0.34 0.73 -0.94
N -0.26 -0.10 -0.54 -1.05
O -4.27 -1.21 0.00 -0.84
O -0.29 1.79 1.35 -0.90
O -1.43 2.10 -0.91 -0.92
S -3.15 -0.40 -0.52 1.33
S -1.03 1.29 0.22 2.24
H -2.47 0.24 1.89 0.30
H 0.58 0.06 -1.08 0.40
H -0.12 -0.65 0.27 0.37
```

Electronic energy = -1116.66085 Eh
Kohn-Sham gap = 8.794 eV
Charge = 0
Relative energy (zero: lowest compared OMol25 entry of this formula, charge and spin) = 9.9 kcal/mol

---

Entry 3:
C39H31NO3P2SeTc | ωB97M-V with the def2-TZVPD basis set

Structure (XYZ):
```
78
Properties=species:S:1:pos:R:3:mulliken_spin:R:1
Tc 0.37 -0.22 0.14 0.97
O 1.08 -3.59 1.57 0.01
C 0.45 -3.64 2.79 0.00
C 0.39 -4.81 3.54 0.00
C -0.24 -4.79 4.77 0.00
C -0.81 -3.62 5.25 0.00
C -0.79 -2.48 4.48 0.00
C -0.17 -2.47 3.23 0.03
P -0.32 -0.98 2.23 -0.04
C -2.06 -0.52 2.23 -0.01
C -2.64 0.25 3.24 0.00
C -3.99 0.54 3.20 0.00
C -4.77 0.07 2.15 0.00
C -4.20 -0.70 1.15 0.01
C -2.85 -0.98 1.18 0.02
C 0.65 0.31 3.04 0.02
C 1.85 -0.04 3.66 0.02
C 2.70 0.93 4.15 0.00
C 2.36 2.28 4.01 -0.01
C 1.18 2.64 3.38 0.00
C 0.33 1.66 2.88 -0.01
C 2.46 -3.60 1.47 0.01
C 3.31 -4.26 2.33 0.00
C 4.68 -4.23 2.05 0.00
C 5.17 -3.55 0.95 0.00
C 4.31 -2.86 0.13 0.00
C 2.94 -2.86 0.40 0.00
P 1.75 -1.93 -0.55 0.02
C 1.10 -2.95 -1.87 -0.04
C 1.95 -3.46 -2.86 0.00
C 1.42 -4.26 -3.86 0.00
C 0.07 -4.57 -3.87 0.00
C -0.77 -4.07 -2.88 0.02
C -0.25 -3.26 -1.88 -0.03
C 2.52 -0.46 -1.22 -0.02
C 2.25 -0.01 -2.52 0.04
C 2.74 1.21 -2.95 0.00
C 3.48 2.00 -2.08 0.01
C 3.73 1.59 -0.78 0.00
C 3.26 0.37 -0.35 -0.02
H 0.82 -5.72 3.14 0.00
H -0.28 -5.70 5.35 0.00
H -1.29 -3.61 6.22 0.00
H -1.28 -1.58 4.85 0.00
H -2.04 0.63 4.06 0.00
H -4.44 1.13 3.98 0.00
H -5.83 0.29 2.13 0.00
H -4.81 -1.08 0.34 0.00
H -2.41 -1.60 0.40 -0.02
H 2.11 -1.09 3.79 0.00
H 3.61 0.65 4.65 0.00
H 3.02 3.04 4.40 0.00
H 0.92 3.68 3.28 0.00
H -0.59 1.96 2.40 0.00
H 2.95 -4.79 3.19 0.00
H 5.35 -4.76 2.71 0.00
H 6.23 -3.56 0.74 0.00
H 4.70 -2.29 -0.71 0.00
H 3.01 -3.24 -2.85 0.00
H 2.07 -4.66 -4.63 0.00
H -0.33 -5.20 -4.65 0.00
H -1.82 -4.32 -2.88 0.00
H -0.91 -2.89 -1.10 0.04
H 1.68 -0.64 -3.20 0.00
H 2.56 1.53 -3.97 0.00
H 3.88 2.95 -2.43 0.00
H 4.31 2.21 -0.12 0.00
H 3.47 0.03 0.66 0.00
Se 1.50 5.35 -2.37 0.00
C 0.31 4.21 -2.04 0.00
N -0.62 3.43 -1.89 0.00
C -2.99 2.22 -2.00 0.00
O -1.89 1.67 -1.19 0.00
C -0.75 2.29 -1.16 0.00
O 0.16 1.84 -0.45 -0.01
H -3.83 1.57 -1.76 0.00
H -2.71 2.15 -3.05 0.00
H -3.17 3.24 -1.69 0.00
```

Electronic energy = -4949.61349 Eh
Kohn-Sham gap (alpha / beta) = 7.349 / 7.510 eV
Charge = +2
Spin multiplicity = 2

---

Entry 4:
C24H23N5O5S | ωB97M-V with the def2-TZVPD basis set

Structure (XYZ):
```
58
Properties=species:S:1:pos:R:3:nbo_charge:R:1
C 3.30 3.94 -3.81 -0.25
H 4.07 4.57 -3.38 0.19
O 3.82 2.63 -3.84 -0.56
C 2.91 1.68 -4.35 -0.08
C 3.34 0.31 -3.86 -0.24
N 3.23 0.27 -2.41 -0.61
C 2.12 -0.17 -1.82 0.72
O 1.27 -0.85 -2.36 -0.65
C 2.02 0.16 -0.31 -0.16
C 2.44 -1.03 0.49 -0.21
C 2.12 -2.33 0.28 -0.23
C 2.67 -3.20 1.25 -0.25
C 3.40 -2.53 2.19 -0.41
S 3.42 -0.84 1.90 0.45
H 3.92 -2.93 3.03 0.24
H 2.53 -4.26 1.25 0.23
H 1.52 -2.66 -0.55 0.25
N 0.62 0.54 -0.05 -0.46
C 0.16 1.55 -0.80 0.71
O 0.87 2.15 -1.59 -0.63
C -1.32 1.94 -0.65 -0.31
N -1.85 1.84 0.67 -0.21
C -2.91 1.10 1.11 0.17
C -3.84 0.27 0.49 -0.25
C -4.77 -0.32 1.31 -0.21
C -4.79 -0.10 2.70 -0.24
C -3.88 0.73 3.31 -0.17
C -2.93 1.34 2.50 0.03
N -1.91 2.20 2.78 -0.22
N -1.30 2.48 1.71 -0.01
H -3.89 0.90 4.38 0.23
H -5.54 -0.60 3.29 0.22
H -5.51 -0.98 0.88 0.22
H -3.83 0.09 -0.57 0.22
H -1.90 1.31 -1.32 0.24
H -1.39 2.98 -1.00 0.25
C -0.16 -0.31 0.78 0.14
C -0.02 -0.23 2.16 -0.21
C -0.76 -1.05 3.00 -0.25
C -1.64 -1.93 2.41 0.23
C -1.76 -2.02 1.02 0.30
C -1.02 -1.23 0.18 -0.30
H -1.09 -1.31 -0.89 0.25
O -2.68 -2.98 0.71 -0.49
C -3.15 -3.48 1.95 0.24
O -2.48 -2.82 3.00 -0.48
H -4.23 -3.31 2.03 0.16
H -2.94 -4.56 2.00 0.16
H -0.67 -0.98 4.07 0.24
H 0.66 0.49 2.58 0.24
H 2.65 1.02 -0.07 0.23
H 3.78 0.99 -1.95 0.40
H 2.69 -0.47 -4.26 0.23
H 4.38 0.12 -4.14 0.20
H 1.90 1.89 -3.98 0.19
H 2.90 1.72 -5.45 0.17
H 2.40 3.98 -3.18 0.18
H 3.05 4.29 -4.82 0.16
```

Electronic energy = -1976.51399 Eh
Kohn-Sham gap = 8.637 eV
SMILES = COCCNC(=O)[C@H](c1cccs1)N(C(=O)Cn1nnc2ccccc21)c1ccc2c(c1)OCO2
Charge = 0
Relative energy (zero: lowest compared OMol25 entry of this formula, charge and spin) = 85.2 kcal/mol

---

Entry 5:
C4H7N3 | ωB97M-V with the def2-TZVPD basis set

Structure (XYZ):
```
14
Properties=species:S:1:pos:R:3:nbo_charge:R:1
C -0.07 0.70 -0.34 0.41
C -0.53 -0.39 0.49 -0.10
N 0.72 1.70 0.25 -0.83
C 0.92 -1.12 -0.09 0.09
C -1.65 -1.03 0.71 -0.34
N -0.74 0.98 -1.46 -0.80
N 2.14 -0.91 0.24 -0.56
H 0.82 2.48 -0.40 0.40
H 0.34 2.03 1.13 0.39
H -0.64 0.22 -2.14 0.35
H 2.30 0.09 0.41 0.36
H 0.64 -2.13 -0.41 0.18
H -1.65 -2.04 1.13 0.21
H -2.61 -0.58 0.45 0.22
```

Electronic energy = -320.71379 Eh
Kohn-Sham gap (alpha / beta) = 7.563 / 7.562 eV
SMILES = [H]/N=C\C(=C)/C(N)=N\[H]
Charge = 0
Relative energy (zero: lowest compared OMol25 entry of this formula, charge and spin) = 106.4 kcal/mol

---

Entry 6:
C14H27BrN2O3 | ωB97M-V with the def2-TZVPD basis set

Structure (XYZ):
```
47
Properties=species:S:1:pos:R:3:nbo_charge:R:1
C 3.42 3.43 0.37 -0.65
C 2.56 3.03 -0.81 0.05
C 2.81 3.74 -2.12 -0.66
C 1.64 2.04 -0.66 -0.23
C 0.18 2.12 -1.03 -0.44
C -0.66 0.96 -0.48 -0.39
C -0.65 -0.29 -1.40 -0.22
C -2.05 -0.93 -1.44 -0.61
C 0.41 -1.26 -0.88 -0.41
C 0.61 -2.47 -1.79 -0.22
N 1.51 -3.49 -1.20 -0.64
C 2.82 -3.04 -1.02 0.88
O 3.29 -2.68 0.02 -0.59
O 3.50 -3.09 -2.20 -0.58
Br 5.02 -2.09 -2.20 0.35
H 3.01 3.03 1.29 0.22
H 3.50 4.52 0.41 0.22
H 4.44 3.02 0.29 0.21
H 1.97 4.34 -2.48 0.22
H 3.70 4.37 -2.02 0.21
H 3.06 2.98 -2.86 0.22
H 2.01 1.13 -0.18 0.19
H -0.19 3.03 -0.56 0.21
H -0.02 2.24 -2.10 0.20
H -0.25 0.68 0.49 0.19
H -1.68 1.29 -0.29 0.24
H -0.38 -0.01 -2.42 0.19
H -2.21 -1.53 -2.33 0.20
H -2.25 -1.55 -0.56 0.20
H -2.78 -0.13 -1.47 0.22
H 1.36 -0.72 -0.87 0.20
H 0.21 -1.56 0.15 0.20
H -0.35 -2.96 -1.94 0.20
H 0.98 -2.16 -2.77 0.21
H 1.19 -3.70 -0.26 0.38
C -3.03 0.21 2.31 0.53
O -3.30 0.34 1.14 -0.63
N -3.27 -0.89 3.04 -0.43
C -2.93 -0.98 4.45 -0.40
C -3.91 -2.02 2.39 -0.41
H -2.54 1.02 2.90 0.11
H -2.23 -1.81 4.61 0.20
H -3.82 -1.16 5.05 0.20
H -2.46 -0.06 4.77 0.21
H -3.30 -2.37 1.56 0.21
H -4.88 -1.73 1.99 0.22
H -4.04 -2.83 3.11 0.20
```

Electronic energy = -3458.78444 Eh
Kohn-Sham gap = 7.082 eV
SMILES = CC(C)=CCC[C@H](C)CCNC(=O)OBr.CN(C)C=O
Charge = 0

---

Entry 7:
C9H15N2 | ωB97M-V with the def2-TZVPD basis set

Structure (XYZ):
```
26
Properties=species:S:1:pos:R:3:nbo_charge:R:1
C -1.14 0.58 0.06 -0.02
C -0.96 -0.77 0.08 0.03
C 0.08 1.33 0.15 0.00
C 0.45 -1.16 0.14 -0.09
C 0.40 2.60 0.33 -0.41
C 0.96 -2.39 0.23 -0.35
C 1.33 0.06 0.07 0.27
C -2.46 1.26 -0.04 -0.65
C -2.06 -1.77 0.06 -0.66
N 2.42 0.14 0.94 -0.85
N 1.90 0.19 -1.36 -0.70
H 1.42 2.92 0.42 0.20
H -0.35 3.36 0.41 0.23
H 0.34 -3.26 0.30 0.22
H 2.02 -2.56 0.26 0.21
H -2.68 1.49 -1.08 0.24
H -2.46 2.19 0.52 0.23
H -3.26 0.63 0.34 0.24
H -2.66 -1.68 0.96 0.25
H -1.67 -2.79 0.01 0.23
H -2.70 -1.61 -0.79 0.24
H 2.33 -0.45 1.75 0.41
H 2.67 1.08 1.22 0.39
H 2.78 -0.34 -1.38 0.45
H 2.08 1.17 -1.60 0.44
H 1.24 -0.21 -2.03 0.45
```

Electronic energy = -461.16777 Eh
Kohn-Sham gap = 8.604 eV
SMILES = C=C1C(C)=C(C)C(=C)C1(N)[NH3+]
Charge = +1
Relative energy (zero: lowest compared OMol25 entry of this formula, charge and spin) = 20.1 kcal/mol

---

Entry 8:
C27H39N2O5Os | ωB97M-V with the def2-TZVPD basis set

Structure (XYZ):
```
74
Properties=species:S:1:pos:R:3:mulliken_spin:R:1
O -0.35 1.74 -3.48 0.34
C 0.82 2.41 -4.03 -0.01
C 0.01 3.67 -4.40 0.00
H 1.26 1.89 -4.89 0.02
H 1.61 2.54 -3.26 0.03
C -1.16 2.94 -3.64 -0.03
H -0.25 3.82 -5.46 0.00
H 0.34 4.60 -3.93 0.00
C -2.48 2.66 -4.38 0.03
H -2.47 1.88 -5.15 -0.01
H -2.91 3.58 -4.83 0.00
H -3.20 2.32 -3.61 0.00
C -1.47 3.52 -2.26 0.04
H -0.71 3.27 -1.50 0.00
H -2.42 3.12 -1.93 0.00
H -1.59 4.61 -2.30 0.01
Os -0.55 0.68 1.47 1.81
C 0.73 2.70 2.49 0.25
C 1.84 1.85 2.63 0.09
C 2.09 1.21 1.40 0.32
H 2.44 1.77 3.53 0.00
C 1.13 1.69 0.43 0.06
C 0.27 2.63 1.12 -0.02
H -0.40 3.35 0.65 0.00
H 0.36 3.40 3.25 0.01
H 2.92 0.54 1.18 0.00
H 1.17 1.54 -0.65 0.00
C -2.41 0.47 2.66 0.10
C -2.33 1.70 1.98 0.07
C -2.20 1.41 0.58 0.00
H -2.40 2.67 2.47 0.01
C -2.17 0.00 0.42 0.16
C -2.27 -0.58 1.72 0.03
H -2.31 -1.63 1.97 0.01
H -2.59 0.34 3.72 0.01
H -2.16 2.15 -0.22 -0.01
H -2.09 -0.56 -0.51 0.03
O -0.39 -0.68 -4.56 0.45
C -0.70 -0.25 -5.92 -0.01
C 0.09 -1.06 -6.96 0.01
H -0.53 0.84 -6.03 0.02
H -1.77 -0.43 -6.14 0.04
C 1.02 -1.96 -6.13 0.00
H 0.65 -0.41 -7.63 0.00
H -0.62 -1.65 -7.56 0.00
C 0.58 -1.74 -4.67 -0.01
H 2.09 -1.74 -6.25 0.00
H 0.87 -3.00 -6.43 0.00
H 1.41 -1.45 -4.02 0.04
H 0.20 -2.67 -4.24 0.05
C -1.32 -3.33 4.91 0.00
C 0.11 -3.17 5.37 0.00
C 1.05 -2.54 4.32 0.00
C 2.46 -2.28 4.91 0.00
C 2.52 -1.65 6.31 0.00
C 1.18 -3.51 3.14 0.00
O 0.86 -4.69 3.16 0.00
N 1.74 -2.90 1.99 0.00
C 1.06 -1.81 1.47 -0.04
O 1.05 -1.51 0.27 0.03
N 0.37 -1.06 2.41 0.09
C 0.45 -1.23 3.76 -0.02
O 0.03 -0.34 4.51 0.01
H -1.78 -2.34 4.76 0.00
H -1.89 -3.86 5.67 0.00
H -1.37 -3.91 3.98 0.00
H 0.15 -2.57 6.28 0.00
H 0.54 -4.16 5.62 0.00
H 2.99 -3.24 4.96 0.00
H 3.01 -1.64 4.21 0.00
H 2.77 -2.40 7.07 0.00
H 3.34 -0.92 6.31 0.00
H 1.60 -1.13 6.61 0.00
H 2.06 -3.53 1.28 0.00
```

Electronic energy = -1628.09943 Eh
Kohn-Sham gap (alpha / beta) = 5.239 / 2.036 eV
Charge = +1
Spin multiplicity = 5

---

Entry 9:
C27H30Cl4MoN4OS | ωB97M-V with the def2-TZVPD basis set

Structure (XYZ):
```
68
Properties=species:S:1:pos:R:3:nbo_charge:R:1
Mo 0.01 0.06 0.01 1.04
Cl 0.19 0.61 2.50 0.15
C -0.54 2.21 2.65 0.10
C -0.60 2.76 3.91 -0.25
C -1.19 4.02 4.02 -0.13
C -1.69 4.67 2.91 -0.20
C -1.62 4.08 1.66 -0.01
Cl -2.24 4.91 0.29 0.09
C -1.04 2.82 1.51 -0.31
S -0.98 2.08 -0.09 0.21
H -0.21 2.24 4.77 0.26
H -1.25 4.48 5.00 0.26
H -2.15 5.65 3.00 0.26
C 4.21 3.23 -0.48 -0.62
C 5.55 2.95 -1.20 -0.06
C 5.98 4.26 -1.87 -0.62
C 6.57 2.61 -0.10 -0.62
C 5.42 1.82 -2.29 0.28
O 4.17 2.01 -3.00 -0.78
C 6.53 1.77 -3.38 -0.44
C 7.75 0.85 -3.25 -0.41
C 8.74 1.21 -2.17 -0.07
C 9.01 0.35 -1.12 -0.16
C 9.86 0.71 -0.08 -0.24
C 10.45 1.96 -0.11 -0.03
Cl 11.48 2.45 1.20 0.03
C 10.23 2.83 -1.17 -0.22
C 9.38 2.44 -2.19 -0.21
C 5.31 0.40 -1.75 -0.25
N 4.11 0.15 -0.92 -0.12
C 2.85 0.30 -1.24 0.27
N 2.09 0.05 -0.16 -0.62
C 3.02 -0.27 0.82 0.18
N 4.23 -0.23 0.39 -0.20
H 4.33 4.13 0.12 0.23
H 3.93 2.44 0.22 0.18
H 3.39 3.41 -1.18 0.21
H 5.89 5.08 -1.16 0.23
H 5.37 4.53 -2.74 0.20
H 7.03 4.23 -2.19 0.22
H 6.62 3.45 0.59 0.23
H 7.57 2.45 -0.49 0.24
H 6.28 1.74 0.48 0.20
H 4.23 2.82 -3.51 0.49
H 6.87 2.79 -3.58 0.23
H 6.00 1.46 -4.28 0.23
H 8.24 0.86 -4.22 0.24
H 7.44 -0.19 -3.11 0.20
H 8.56 -0.64 -1.11 0.20
H 10.06 0.04 0.73 0.24
H 10.73 3.79 -1.18 0.24
H 9.23 3.12 -3.02 0.22
H 6.15 0.14 -1.12 0.27
H 5.26 -0.30 -2.58 0.24
H 2.52 0.64 -2.21 0.28
H 2.77 -0.53 1.84 0.24
Cl -1.34 -1.64 0.51 -0.16
C -0.32 -1.19 -4.70 -0.09
C -0.72 0.09 -4.32 -0.22
C -0.61 0.46 -3.00 0.07
N -0.12 -0.37 -2.06 -0.50
C 0.27 -1.61 -2.43 0.05
C 0.18 -2.05 -3.74 -0.21
H -0.41 -1.51 -5.73 0.26
H -1.12 0.79 -5.04 0.26
H -0.91 1.45 -2.68 0.23
H 0.64 -2.27 -1.66 0.23
H 0.50 -3.05 -3.98 0.26
```

Electronic energy = -3647.81185 Eh
Kohn-Sham gap (alpha / beta) = 4.679 / 4.377 eV
Charge = +2
Spin multiplicity = 3
Relative energy (zero: lowest compared OMol25 entry of this formula, charge and spin) = 0.0 kcal/mol

---

Entry 10:
C2H7NOSi | ωB97M-V with the def2-TZVPD basis set

Structure (XYZ):
```
12
Properties=species:S:1:pos:R:3:nbo_charge:R:1
C -1.31 0.69 0.19 0.28
C -1.57 -0.78 -0.09 -0.72
N -0.21 1.26 0.23 -0.92
O 1.88 -1.19 0.48 -1.11
Si 1.47 1.02 -0.12 1.44
H -2.17 1.29 0.50 0.15
H -1.31 -1.03 -1.15 0.24
H -0.77 -1.28 0.43 0.28
H -2.57 -0.83 0.13 0.22
H 2.47 -1.57 -0.22 0.45
H 1.85 0.69 -1.43 -0.17
H 2.23 1.73 1.06 -0.13
```

Electronic energy = -499.81146 Eh
Kohn-Sham gap = 9.218 eV
Charge = 0
Relative energy (zero: lowest compared OMol25 entry of this formula, charge and spin) = 66.7 kcal/mol